No. 1
The following is a DFT calculation (wB97M-V/def2-TZVPD) of a cluster of 22 separate species, C32H20BBrCl84IO5 in total in a non-equilibrium geometry.

Geometry (Å):
C -3.31 -13.91 -9.19
Cl 1.07 -2.80 -4.92
Cl 9.28 5.73 -1.19
C 4.76 1.73 -4.34
Cl -4.11 -15.03 -3.55
Cl 8.13 6.56 -3.72
Cl 12.63 1.68 1.34
Cl 1.95 -0.64 0.25
Cl 1.67 -0.08 13.79
Cl -4.52 -6.80 -3.39
Cl 4.50 -0.50 13.38
Cl 0.38 1.07 9.44
Cl 7.14 3.76 0.66
C -5.61 3.15 3.07
Cl 1.95 9.47 5.47
C 9.35 5.54 -2.94
Cl 13.66 4.32 0.80
H -0.26 3.32 -0.97
Cl 5.11 6.43 -8.51
Cl -5.48 -1.00 -4.78
Cl 1.89 6.59 5.72
Cl 0.92 -2.51 -1.67
C -12.92 -3.04 -2.23
H -3.66 2.73 2.21
O -3.26 2.98 -1.95
O -1.74 7.94 1.89
C -9.17 1.02 -1.07
C 15.67 0.13 -2.51
H -5.95 2.34 2.40
C -2.57 -3.06 4.82
Cl -3.94 -12.21 -2.93
C -0.48 -0.07 8.41
H -6.54 3.54 -3.26
C 2.00 -5.54 5.71
Cl 8.98 3.85 -3.34
C 0.89 8.05 5.63
Cl 5.54 4.55 2.93
Cl -1.75 -13.97 -2.26
Cl -4.40 -1.45 -2.12
Cl 1.99 -4.71 4.15
Cl -2.74 -9.08 -3.52
Cl 5.52 5.62 -5.77
Cl 1.76 -4.35 7.00
Cl 2.02 -1.49 -7.31
C -1.12 3.96 -1.24
Cl 10.96 5.95 -3.54
Cl -2.93 -9.40 5.25
H -0.56 5.49 2.14
Cl -0.04 8.20 7.13
C -3.59 -8.62 6.70
B -2.18 5.05 0.64
Cl -2.64 -7.28 -1.25
Cl -2.30 -13.33 -5.02
Cl -2.04 -2.90 6.49
Cl -3.25 -1.54 4.24
Cl 17.25 0.87 -2.28
Cl -5.19 -3.70 -3.74
C 0.91 -1.36 -5.93
C -5.91 2.82 -3.81
Cl 10.85 3.94 1.35
C 7.13 4.01 2.41
H -3.66 2.79 4.02
O -3.71 4.62 3.04
C -5.21 1.84 -2.84
Cl 15.41 -0.20 -4.23
H -0.99 3.78 2.00
Cl -2.83 -12.28 -8.69
Cl 10.21 -0.62 -6.95
C 10.08 -0.17 -5.24
C -4.07 3.24 3.09
Cl 5.93 8.37 -6.53
Cl 4.52 0.39 -3.21
Cl 3.36 2.81 -4.30
Cl -4.54 -13.80 -10.45
C -3.69 -8.04 -2.44
H -2.90 6.87 -0.47
C -5.55 -2.01 -3.32
C -1.42 4.80 2.06
Cl -13.03 -1.39 -2.82
Cl 3.56 -6.35 5.94
Cl -11.75 -3.94 -3.20
H -1.07 4.16 -2.33
Cl 3.08 1.46 11.80
Cl 8.43 0.33 -4.89
Cl 3.26 7.27 -6.46
C -3.03 -13.63 -3.44
Cl -3.97 -14.77 -7.79
Cl -1.17 -3.47 3.82
Cl -14.51 -3.82 -2.36
Cl -4.91 -9.02 -1.60
C 2.96 -0.12 12.58
Cl -3.81 -4.33 4.72
C 0.94 -2.08 0.05
Cl -0.69 -1.72 0.57
Cl -5.35 -8.81 6.72
Cl -3.19 -6.91 6.67
Cl -0.75 -1.24 -6.52
Cl 11.96 3.04 -1.14
Cl -12.41 -3.04 -0.54
Cl -10.11 2.34 -0.37
Cl 10.51 -1.56 -4.23
Cl -10.11 -0.47 -1.04
Cl 14.41 1.22 -1.93
H -4.46 1.71 -0.81
Cl -0.40 -1.69 9.14
Cl -2.17 0.41 8.25
C -4.56 2.48 -1.61
H -4.45 1.24 -3.38
Cl -2.90 -9.38 8.14
H -5.98 1.13 -2.48
Cl -7.68 0.80 -0.14
Br -1.87 1.33 -0.12
O -3.02 3.90 0.15
I -4.65 8.49 2.37
Cl 1.30 0.07 -4.97
C -2.34 4.88 3.32
C -2.82 7.49 1.51
Cl 15.59 -1.39 -1.61
Cl 4.97 1.10 -5.97
H -4.19 6.17 0.54
Cl 8.34 5.24 2.80
H -6.58 2.25 -4.49
O -1.13 5.14 -0.47
Cl 0.71 -6.73 5.75
H -5.18 3.29 -1.19
C 4.95 6.92 -6.81
Cl -8.75 1.42 -2.74
Cl 2.60 -1.36 11.37
Cl 7.55 2.50 3.22
Cl 0.29 -0.11 6.82
Cl -7.19 -1.93 -2.66
C -2.42 3.22 -0.86
H -6.03 2.98 4.08
Cl 11.19 1.16 -4.90
H -5.19 3.36 -4.46
C -3.12 6.42 0.53
H -2.31 5.90 3.76
C 12.28 3.24 0.59
Cl 6.20 2.64 -3.86
H -1.99 4.19 4.12
Cl -0.19 7.96 4.26
H -6.01 4.11 2.71
Cl 1.63 -3.41 0.99
Cl -1.90 -14.77 -9.81

Computed properties:
HOMO energy	-5.7	eV
net charge	-1
HOMO-LUMO gap	0.243	hartree
lowest unoccupied orbital energy	0.94	eV

No. 2
The following is a DFT calculation (wB97M-V/def2-TZVPD) of the molecule C4H7NO2 in a non-equilibrium geometry.

Geometry (Å):
C 0.85 0.59 1.29
H 0.53 -1.10 -1.07
C 0.00 -0.15 -0.93
O -0.89 -2.52 1.07
N -0.79 0.16 -2.02
C -0.63 -1.33 1.05
O 0.74 -0.79 1.55
C 0.57 0.83 -0.15
H -1.04 1.14 -2.13
H -0.49 -0.24 -2.90
H 0.53 1.87 -0.48
H 1.87 0.93 1.53
H 0.14 1.16 1.92
H -1.38 -0.56 1.27

Computed properties:
HOMO energy	-8.4	eV
net charge	0
HOMO-LUMO gap	0.322	hartree
lowest unoccupied orbital energy	0.31	eV
ΔE to the lowest compared entry with this formula, charge and spin	76.2	kcal/mol

No. 3
The following is a DFT calculation (wB97M-V/def2-TZVPD) of the molecule C4H10N2O in a non-equilibrium geometry.

Geometry (Å):
N -2.28 -0.45 -0.55
C 0.77 0.05 1.66
H -2.44 -0.35 -1.54
C -0.03 -0.60 0.54
O -1.37 1.37 0.51
H 0.14 0.06 2.54
H -0.36 -1.59 0.84
H 2.30 0.75 -0.63
H 1.73 -0.47 1.69
H 0.72 1.31 -1.09
H 0.27 -1.13 -1.38
H -3.15 -0.27 -0.07
C 1.41 0.46 -1.18
N 0.88 -0.79 -0.64
H 1.65 0.31 -2.23
H 0.96 1.09 1.43
C -1.22 0.25 0.10

Computed properties:
HOMO energy	-9.1	eV
net charge	0
HOMO-LUMO gap	0.364	hartree
lowest unoccupied orbital energy	0.82	eV
ΔE to the lowest compared entry with this formula, charge and spin	39.6	kcal/mol

- lowest unoccupied orbital energy of number 3 (C4H10N2O)?
  0.82 eV